1.
Here is a molecular structure, C6H12 at a distorted geometry from OMol25. Energies are from wB97M-V/def2-TZVPD.

Output
**Orbital gap**: 7.643 eV
**ΔE to the lowest compared entry with this formula, charge and spin**: 6.351 eV
**E_tot**: -235.58481 a.u.
**Spin multiplicity**: 1

Structure (XYZ):
```
18
C6H12 (wB97M-V/def2-TZVPD)
C -1.82 -0.95 0.48
C -0.42 -1.26 1.06
C 0.58 -0.12 0.88
C 0.53 0.50 -0.56
C 0.56 -0.57 -1.54
C 0.89 1.99 -0.71
H -2.53 -1.76 0.56
H -2.21 -0.04 0.98
H -1.45 -0.71 -0.58
H -0.14 -2.10 0.47
H -0.45 -1.61 2.12
H 1.62 -0.48 1.01
H 0.25 0.69 1.58
H 1.77 -0.13 -1.03
H -0.09 -0.45 -2.40
H 1.79 1.91 -1.29
H 1.04 2.52 0.26
H 0.09 2.56 -1.28
```

2.
Here is a molecular structure, C35H35N5O5Sc from OMol25. Energies are from wB97M-V/def2-TZVPD.

Output
**Orbital gap**: 7.097 eV
**Charge**: -1
**ΔE to the lowest compared entry with this formula, charge and spin**: 5.608 eV
**E_tot**: -2765.53818 a.u.
**Spin multiplicity**: 1

Structure (XYZ):
```
81
C35H35N5O5Sc (wB97M-V/def2-TZVPD)
Sc -0.75 0.04 0.29
C -2.90 -0.79 -2.08
N -1.89 -1.59 -1.37
C -2.60 -2.64 -0.61
C -1.69 -3.41 0.35
C -1.92 -2.99 1.79
N -2.06 -1.53 1.89
C -2.40 -1.11 3.05
C -2.62 0.27 3.43
C -2.94 0.56 4.77
C -3.16 1.84 5.20
C -3.08 2.88 4.26
C -2.78 2.63 2.94
C -2.53 1.31 2.48
O -2.26 1.09 1.24
C -1.02 -2.27 -2.35
C -0.14 -1.36 -3.22
C 1.30 -1.89 -3.27
N 1.99 -1.50 -2.08
C 2.47 -2.34 -1.28
C 3.17 -1.89 -0.04
C 4.60 -2.37 0.03
C 4.16 -2.18 2.14
C 3.16 -1.45 3.01
C 2.00 -0.92 2.65
C 1.43 -0.59 1.25
O 0.77 0.63 1.41
H -3.55 -1.44 -2.68
H -2.42 -0.06 -2.72
H -3.51 -0.25 -1.35
H -3.07 -3.33 -1.34
H -3.40 -2.16 -0.05
H -0.65 -3.18 0.13
H -1.83 -4.48 0.25
H -1.08 -3.32 2.40
H -2.83 -3.46 2.19
H -2.58 -1.84 3.85
H -3.00 -0.27 5.47
H -3.40 2.05 6.23
H -3.25 3.90 4.58
H -2.71 3.43 2.21
H -1.67 -2.88 -3.00
H -0.38 -2.95 -1.80
H -0.10 -0.35 -2.81
H -0.54 -1.31 -4.23
H 1.82 -1.42 -4.12
H 1.31 -2.98 -3.44
H 2.42 -3.43 -1.46
H 5.09 -2.82 -0.83
H 4.70 -2.86 2.79
H 3.38 -1.49 4.07
H 1.32 -0.56 3.42
O 0.71 4.96 -2.65
C -0.61 4.73 -2.76
C -1.40 5.70 -3.38
C -2.76 5.52 -3.51
C -3.37 4.36 -3.03
C -2.59 3.39 -2.43
C -1.21 3.55 -2.29
C -0.43 2.46 -1.66
O -1.03 1.36 -1.37
N 0.84 2.70 -1.44
N 1.51 1.60 -0.98
C 2.58 1.79 -0.32
C 3.35 0.61 0.08
C 4.80 0.71 0.17
C 5.62 -0.17 0.76
C 5.29 -1.59 1.13
C 3.56 -2.94 0.96
C 2.69 -0.54 0.37
O 0.51 -1.52 0.78
H 1.09 4.17 -2.15
H -0.91 6.60 -3.74
H -3.36 6.29 -3.99
H -4.44 4.22 -3.13
H -3.03 2.49 -2.03
H 2.97 2.80 -0.15
H 5.23 1.66 -0.14
H 6.66 0.11 0.86
H 6.22 -2.07 1.43
H 3.10 -3.91 1.00
```

3.
Here is a molecular structure, C40H57AsN10OS4Ti from OMol25. Energies are from wB97M-V/def2-TZVPD.

Output
**Orbital gap**: 3.378 eV
**Charge**: +4
**ΔE to the lowest compared entry with this formula, charge and spin**: 0.286 eV
**E_tot**: -6857.91683 a.u.
**Spin multiplicity**: 1

Structure (XYZ):
```
114
C40H57AsN10OS4Ti (wB97M-V/def2-TZVPD)
Ti -0.31 0.35 1.91
C -1.67 3.24 3.84
C -0.21 3.24 4.24
S 0.56 1.60 4.16
C -0.20 0.70 5.55
C -1.50 -0.02 5.23
S -1.18 -1.19 3.88
C -2.83 -1.85 3.49
C -3.01 -1.91 1.98
S -2.66 -0.35 1.11
C -3.96 0.70 1.86
C -3.59 2.17 1.99
S -1.80 2.42 2.23
H -2.02 4.27 3.71
H -2.31 2.75 4.57
H -0.08 3.63 5.26
H 0.39 3.87 3.58
H -0.34 1.41 6.36
H 0.56 -0.01 5.88
H -2.29 0.66 4.92
H -1.83 -0.59 6.10
H -3.57 -1.24 3.99
H -2.89 -2.85 3.90
H -4.04 -2.19 1.73
H -2.36 -2.65 1.53
H -4.21 0.28 2.83
H -4.83 0.60 1.21
H -4.09 2.61 2.86
H -3.86 2.74 1.11
C -4.79 2.90 -3.60
N -3.86 2.82 -2.46
C -3.40 1.75 -1.81
N -2.48 2.11 -0.91
C -2.43 3.46 -1.07
N -3.24 3.93 -1.99
C -4.49 1.82 -4.61
C -5.49 1.09 -5.24
C -5.16 0.11 -6.17
C -3.84 -0.19 -6.44
C -2.84 0.53 -5.79
C -3.17 1.55 -4.91
C -1.43 0.18 -5.92
N -0.85 -0.79 -6.56
N 0.48 -0.75 -6.20
C 0.61 0.23 -5.38
O -0.55 0.87 -5.15
C 1.78 0.67 -4.62
C 3.02 0.06 -4.79
C 4.10 0.50 -4.04
C 3.95 1.54 -3.12
C 2.71 2.14 -2.95
C 2.52 3.26 -1.96
N 2.04 2.72 -0.66
C 0.89 2.15 -0.36
N 0.95 1.68 0.91
C 2.22 2.02 1.31
N 2.89 2.65 0.39
C 1.63 1.71 -3.71
H -4.64 3.90 -4.01
H -5.81 2.85 -3.23
H -3.73 0.75 -2.03
H -1.80 4.12 -0.50
H -6.53 1.30 -5.03
H -5.95 -0.43 -6.68
H -3.58 -0.98 -7.14
H -2.38 2.13 -4.45
H 3.13 -0.73 -5.52
H 5.08 0.06 -4.19
H 4.81 1.89 -2.56
H 1.80 4.00 -2.30
H 3.45 3.75 -1.72
H 0.03 2.09 -1.01
H 2.63 1.80 2.28
H 0.67 2.22 -3.63
N 1.36 -0.67 2.52
C 2.21 -1.25 3.09
N 3.15 -1.85 3.70
C 4.42 -1.16 4.07
C 5.60 -1.87 3.42
C 5.59 -3.36 3.75
C 4.28 -4.01 3.34
C 3.10 -3.32 4.00
H 4.49 -1.20 5.16
H 4.34 -0.11 3.77
H 6.51 -1.40 3.77
H 5.55 -1.72 2.34
H 5.75 -3.50 4.83
H 6.43 -3.85 3.25
H 4.26 -5.07 3.63
H 4.16 -3.98 2.25
H 3.14 -3.41 5.08
H 2.13 -3.70 3.66
C 3.05 -2.11 -0.29
C 2.06 -1.07 -0.82
As 0.20 -1.25 -0.22
C -0.78 -0.81 -1.86
C -0.73 -1.95 -2.88
C -0.11 -3.17 0.00
C 0.35 -3.77 1.32
H 4.04 -1.89 -0.71
H 2.78 -3.12 -0.60
H 3.14 -2.08 0.79
H 1.99 -1.13 -1.91
H 2.39 -0.06 -0.59
H -0.30 0.09 -2.26
H -1.80 -0.55 -1.59
H 0.29 -2.26 -3.11
H -1.19 -1.62 -3.81
H -1.29 -2.83 -2.54
H 0.41 -3.63 -0.84
H -1.18 -3.34 -0.18
H 1.44 -3.72 1.41
H 0.06 -4.82 1.37
H -0.09 -3.27 2.19
```

4.
Here is 3 unconnected molecules or ions with the total composition C5H17NO2 at a distorted geometry from OMol25. Energies are from wB97M-V/def2-TZVPD.

Output
**Orbital gap**: 10.053 eV
**ΔE to the lowest compared entry with this formula, charge and spin**: 3.127 eV
**E_tot**: -405.82752 a.u.
**Spin multiplicity**: 1
**SMILES string**: CNCC(C)C.O.O

Structure (XYZ):
```
25
C5H17NO2 (wB97M-V/def2-TZVPD)
C -0.70 1.92 -1.89
N -1.00 0.81 -1.02
C -0.56 1.15 0.39
C 0.32 -0.07 1.19
C -0.24 -0.43 2.53
C 1.84 0.37 1.29
H -0.77 1.74 -3.01
H -1.07 2.93 -1.74
H 0.50 1.85 -1.79
H -1.90 0.48 -1.14
H 0.23 1.96 0.33
H -1.24 1.49 1.09
H 0.20 -0.97 0.47
H -1.08 -1.29 2.38
H 0.59 -0.86 3.13
H -0.79 0.24 3.06
H 2.29 0.16 0.21
H 1.95 1.45 1.61
H 2.58 -0.24 1.99
O 1.04 -2.30 -1.58
H 1.02 -1.50 -2.12
H 0.33 -2.88 -1.89
O -1.48 -2.35 -1.25
H -0.73 -2.26 -0.61
H -1.31 -1.39 -1.63
```

Number 1: LUMO level 0.0114 Ha. Number 2: LUMO level 0.0976 Ha. Number 3: LUMO level -0.4739 Ha. Number 4: LUMO level 0.0273 Ha.